C23H41DyN2OP3 | wB97M-V/def2-TZVPD

CARTESIAN COORDINATES (ANGSTROEM)
Dy1 -0.025 0.628 0.104
P1 0.464 2.060 -1.984
P2 -1.389 -1.338 -1.937
P3 0.690 1.463 2.746
H1 0.820 -3.742 -0.602
C1 1.239 -3.819 0.423
C2 0.409 -3.821 1.483
H2 -0.670 -4.017 1.380
C3 1.675 2.062 -3.327
C4 -1.196 2.298 -2.724
C5 0.701 3.631 -1.073
C6 -2.206 -2.793 -1.175
C7 -2.935 -0.646 -2.659
C8 -0.780 -2.154 -3.481
C9 0.338 0.207 4.042
C10 -0.563 2.748 3.116
C11 2.278 2.152 3.309
H3 2.315 -3.783 0.503
H4 0.747 -3.529 2.489
H5 2.285 2.987 -3.284
H6 1.198 1.999 -4.328
H7 2.345 1.192 -3.221
H8 -1.282 3.277 -3.213
H9 -2.021 2.197 -1.997
H10 -1.364 1.515 -3.475
H11 1.007 4.396 -1.798
H12 1.489 3.527 -0.314
H13 -0.213 3.949 -0.543
H14 -2.683 -3.394 -1.963
H15 -2.982 -2.457 -0.479
H16 -1.473 -3.407 -0.641
H17 -3.198 -1.234 -3.549
H18 -2.824 0.398 -2.958
H19 -3.748 -0.715 -1.930
H20 -1.577 -2.815 -3.860
H21 0.121 -2.754 -3.276
H22 -0.543 -1.396 -4.246
H23 1.018 0.362 4.890
H24 0.521 -0.809 3.658
H25 -0.712 0.266 4.369
H26 -0.177 3.427 3.886
H27 -1.523 2.290 3.426
H28 -0.759 3.353 2.215
H29 2.354 1.975 4.391
H30 2.366 3.229 3.101
H31 3.076 1.631 2.765
C12 3.065 -0.615 -0.246
C13 3.705 -0.245 -1.419
C14 5.069 0.064 -1.328
C15 5.743 -0.166 -0.125
C16 5.078 -0.743 0.967
C17 3.684 -0.923 0.947
O1 1.634 -0.760 -0.183
H32 1.249 -1.345 -0.880
H33 3.178 -0.317 -2.363
H34 5.605 0.390 -2.210
H35 6.815 0.027 -0.078
H36 5.613 -1.075 1.853
H37 3.114 -1.373 1.774
N1 -7.221 -0.829 1.715
C18 -6.072 -0.705 1.526
C19 -4.656 -0.469 1.330
C20 -4.239 0.578 0.513
C21 -2.884 0.813 0.356
N2 -1.974 0.049 1.025
C22 -2.353 -0.993 1.813
C23 -3.700 -1.241 2.011
H38 -4.989 1.197 0.014
H39 -2.495 1.650 -0.254
H40 -1.542 -1.566 2.264
H41 -4.042 -1.997 2.717

## Properties
* calculated total energy: -2993.8553 Eh
* gap between HOMO and LUMO (spin up / spin down): 7.612 / 7.673 eV
* ⟨S²⟩: 9.352
* net charge: +3
* ΔE to the lowest compared entry with this formula, charge and spin: 54.2 kJ/mol
* E_LUMO (spin up / spin down): -9.88 / -9.82 eV
* multiplicity: 6
* largest force on an atom: 2.67 eV/A